[1]
Computed, not measured: C42H53CaN3O2SSe as an isolated structure, with the ωB97M-V functional and the def2-TZVPD basis.

Positions of all 103 atoms, in Å:
C 2.25434 -3.47847 -3.28444
C 1.13139 -1.66431 2.39462
C -2.23901 2.67192 -0.26347
C 0.81473 -4.12940 0.34213
H -1.71088 -2.26003 3.15267
C -1.30649 -2.03735 4.14182
H 4.34652 -2.18223 1.30712
H 5.97053 -4.37421 5.04911
H 4.07898 -5.87662 2.19102
H 4.34384 -2.18669 -0.99765
H -0.71721 -4.60573 3.34026
C 4.32228 -5.60177 3.22498
H -1.11573 -0.96553 4.19238
C -3.93754 4.38569 0.13313
C 3.46237 -3.26330 2.94092
C 5.09458 -3.78325 4.76154
C 3.45228 -2.35475 -1.59125
C -0.04011 -2.85205 4.42802
H 2.26701 -4.06897 4.50587
C -1.34636 -2.16370 -3.76466
O 0.11508 -0.89767 -1.87373
H 3.64977 -5.96176 -3.52870
C -3.27258 1.70408 -0.40671
H 6.04327 -2.46254 -2.68713
H 1.83023 -7.21022 1.36164
N -0.99837 -5.51250 0.87319
H -1.99746 -5.62590 0.96639
H 5.42917 -4.08742 -0.78787
C 4.43727 -5.28142 -3.86851
C -0.10603 -3.04420 -3.96967
C -4.90656 3.42993 0.05162
C -0.23405 4.53299 -0.09585
H 6.71490 -4.46746 2.71634
H 6.19005 -2.80047 2.45510
C -0.17060 -6.54594 1.18854
H 5.64105 -4.08883 1.36611
C -4.57310 2.09078 -0.23280
H 4.44962 -5.51308 -1.15814
Ca -0.50803 -0.23615 0.12940
C 2.33232 -1.57373 1.63666
Se 2.45683 -0.34665 0.14564
H 5.34976 -5.86602 -4.01348
H 5.46360 -2.77597 -4.32761
N -2.91099 0.35868 -0.68017
H 5.16874 -6.21606 3.54920
H 0.66153 -1.45621 5.94188
H -4.18523 5.42280 0.32566
H 1.03022 2.79065 -0.34252
C 1.13527 -1.67567 -2.10494
H -5.94924 3.69439 0.18360
H -2.13375 -2.52577 -4.43398
H -1.75528 5.99944 0.21025
C 1.11759 -2.69600 -3.09809
H -1.38662 -4.77447 -4.28661
H -0.84911 -4.56412 -2.60813
H 4.29195 -4.00299 5.47086
N -0.94289 2.26056 -0.35181
C -0.58755 -4.27467 0.47113
H -3.72355 -0.23742 -0.75291
H 0.37058 -4.99858 4.67976
H 0.59805 5.22118 -0.04852
C 1.66511 -5.14971 0.65501
C -0.53823 -4.48823 -3.65598
C 1.14200 -2.60731 3.46823
S -1.75710 -3.09448 0.19378
H 6.11179 -5.40161 -1.75112
C -1.52270 4.95412 0.04198
H -0.65843 -7.45466 1.51081
H 0.59733 -1.91814 -5.69132
C 0.01372 3.15912 -0.27478
H 2.73083 -4.98766 0.55804
H -2.05670 -2.29664 4.89622
C 2.28460 -3.35946 3.68513
C 0.28020 -2.93766 -5.45443
C 2.33584 -1.56853 -1.34429
C 0.39996 -2.51508 5.86388
C 3.43979 -3.34087 -2.56781
H 3.46214 -5.85087 3.85203
C 4.69574 -4.17122 -2.84809
C -0.43990 -4.33685 4.36228
H 4.14667 -4.87479 -4.84080
H 5.34587 -2.72340 4.85696
C 5.79563 -3.25264 -3.40170
C 5.19854 -4.82867 -1.55637
H 1.19904 -3.18625 -0.00440
H 2.20416 -4.25010 -4.04224
H 0.26763 -5.20726 -3.82606
H -5.36371 1.35531 -0.33235
C 1.16982 -6.39559 1.10041
H -0.41549 -2.71820 6.56648
C 5.87159 -3.84517 2.40700
H 1.26764 -3.10035 6.17667
C -2.58194 4.02117 -0.03061
H -1.14060 -1.11820 -4.00126
H 6.70695 -3.82290 -3.61139
H 1.09592 -3.61456 -5.71830
H -1.30208 -4.52404 5.01128
C 4.67473 -4.10926 3.31948
C 3.46358 -2.33252 1.91570
H -0.57853 -3.18524 -6.08689
H -2.38459 0.27310 -1.55001
H -1.70568 -2.22313 -2.73791
O 0.09520 -0.93322 2.11508

The max |F| is 0.5 eV/Å. The HOMO energy comes out at -0.250 Eh. The orbital gap is 6.258 eV. The calculation puts the molecular weight at 783.010 g mol⁻¹. The calculation puts the electronic energy at -147605.55031 eV. Its multiplicity is 1. As for the charge: 0.

Here are the Mulliken charges for atoms 1 to 2, given in e:
1. C -0.60
2. C 1.79

---

[2]
Computed, not measured: C42H53Cl3MoN4O5PS as an isolated structure, with the ωB97M-V functional and the def2-TZVPD basis.

Positions of all 110 atoms, in Å:
C 1.44401 -5.66314 -0.73609
C -7.45656 2.35925 2.96777
C -3.86087 -0.32628 4.10638
H -1.33250 -2.90885 0.73638
C -0.79234 1.83579 3.68309
C 2.60119 -3.87956 1.04405
H 4.52177 3.01853 -1.71793
C -1.89959 -3.53337 1.42230
C -5.01900 2.57667 0.22134
C 2.70753 2.87176 1.52193
H 4.79337 -2.95577 -2.05966
C -3.79160 2.03189 -0.10790
H 4.81867 1.66386 -2.81030
C -2.11893 -1.73687 3.18383
C 0.98851 -0.17512 -5.87518
H 3.01799 2.81492 2.56464
O -0.22957 -0.67927 2.21152
H 3.68536 -1.41044 -0.57708
C 2.54163 4.02762 -3.59960
N 1.19949 0.32412 -3.58697
O 0.65019 1.77992 0.78689
H 2.30904 1.39150 -5.05883
H -0.03145 -4.52371 3.22469
N 3.52289 -0.52949 -2.49819
C -1.74289 0.67626 3.51101
H -1.45310 2.31087 5.70244
H 1.86402 -0.81195 -6.02430
S -7.57865 2.48459 1.18375
C 1.80114 1.71230 1.23929
Cl 1.97445 4.44973 1.23231
H -2.95275 -3.42703 1.15635
H -2.99306 2.65715 -0.48328
H 2.54650 5.07840 -3.31554
H -5.19228 3.63840 0.10783
H 0.66819 0.19211 -6.84840
H -4.86075 -0.21332 4.50231
C 5.28339 -1.98359 -1.96928
C -0.23232 -3.45629 3.33628
C 1.88906 3.17719 -2.49246
H -0.23681 -1.95533 -5.47679
C -3.38456 -1.57289 3.73602
O -6.52954 1.84921 3.53447
Cl -0.28413 -3.86397 -1.73077
H 2.83247 -7.09046 0.04693
N 2.78804 2.02142 -2.32803
C -1.65749 -3.14853 2.87894
H -1.05675 -0.41811 -5.22714
H 3.59969 -1.63846 -4.29813
H 3.59538 2.75994 0.90087
C 4.14612 2.49388 -2.60251
H 6.25780 -0.56579 -3.27536
H 3.87076 -5.48844 1.62985
C 2.47821 -6.07043 0.09266
H -2.31562 -3.78043 3.48283
H 4.72914 4.25342 -3.75117
H -8.91228 2.34402 4.51099
H -0.11868 1.15975 5.64572
C -0.53169 2.05435 5.17794
H 0.95507 -1.77361 -3.40462
C 5.54667 -1.39137 -3.35108
H 1.84547 3.72858 -1.55185
C 0.98631 -4.35847 -0.67368
C 1.54858 -3.45046 0.22835
C 0.36025 -0.89373 -3.66566
O 2.29789 0.54565 1.47961
C -1.13297 -0.31749 -0.26031
C -3.02874 0.77476 4.03048
C -1.29853 3.11459 3.02674
H 0.15275 1.55202 3.23224
O 1.53373 0.12332 -1.08111
H 6.18746 -2.11403 -1.37764
C -2.25860 0.12499 -0.11445
H 0.98482 -6.34858 -1.43351
C 4.32515 -0.97802 -1.34346
H 1.98613 3.95323 -4.53322
H -6.60955 -0.22424 1.27259
H -0.55544 3.90724 3.12000
H 4.07374 2.94551 -4.71488
H -0.08716 -3.19530 4.38551
N 1.09054 -2.15740 0.34391
H -8.30978 3.94573 4.06982
Mo 0.67507 -0.52504 0.62534
C -4.58863 -0.14798 0.56739
H -4.40188 -1.20171 0.72099
H -9.48290 3.13714 3.01535
C -0.10142 -0.93517 -5.12272
C -5.81771 0.39996 0.88102
H 5.94678 -2.10959 -4.06409
P 2.25550 0.48287 -2.36467
H -4.00049 -2.45261 3.88124
H -1.49826 2.96640 1.96751
C 4.17473 -0.86807 -3.77633
H -1.61279 -4.57338 1.25250
H -0.46578 -0.82881 -2.95705
H -2.21452 3.46615 3.50589
C 1.32023 0.95618 -4.91208
C -1.36340 -0.56737 2.98380
H 4.24984 0.00002 -4.43704
H 0.17323 2.87516 5.32246
C -8.63164 2.98111 3.67450
C 3.06402 -5.18115 0.98040
H 0.88057 2.84004 -2.72915
H 0.51144 -2.91531 2.75681
C 3.97144 3.47226 -3.76461
H -3.37685 1.72782 4.40718
Cl 3.32037 -2.76942 2.15351
H 4.86842 -0.13911 -0.89385
C -6.02875 1.76468 0.72638
H 0.58401 1.76154 -5.00157
C -3.56465 0.66859 0.08439

The max |F| is 0.4 eV/Å. The HOMO energy comes out at -0.390 Eh. The orbital gap is 6.567 eV. The calculation puts the molecular weight at 959.249 g mol⁻¹. The calculation puts the electronic energy at -120157.84012 eV. Its multiplicity is 1. As for the charge: +1.

Here are the Mulliken charges for atoms 1 to 2, given in e:
1. C -0.59
2. C 0.70

---

[3]
Computed, not measured: C42H54As3N3NaO2P as an isolated structure in a non-equilibrium geometry, with the ωB97M-V functional and the def2-TZVPD basis.

Positions of all 106 atoms, in Å:
H -4.15923 0.63163 -2.64301
H 1.06940 -3.20069 -3.47606
C 1.82906 -0.52311 -3.43004
H 0.23418 5.82247 -0.76838
N 0.33993 -1.78146 1.21511
C -0.93501 -2.98969 2.82600
H 0.82814 3.20677 6.24047
C 5.28574 -2.40766 2.57579
C 0.27458 3.34226 -1.91912
H 1.23103 2.74364 3.88278
H -0.74164 -0.63362 -4.93700
C 2.89002 2.10170 0.09244
H -2.81140 1.54705 -5.09632
H -2.73270 0.96959 5.27761
H -0.33064 6.34013 1.59873
H -2.39536 -3.03830 -7.47525
P 2.51830 0.58504 2.41214
C -1.75426 -0.37482 3.92719
C 0.06248 -2.89574 -3.18809
H -0.98152 4.48032 3.11574
H -4.55123 -1.25725 -0.81146
C -0.72265 2.99396 1.58154
H -0.68476 0.86711 -4.04092
H -0.64670 -5.11816 2.85124
H -2.85731 0.03260 -5.99392
O 2.53957 0.96055 -0.35089
C 2.88064 2.22254 1.64290
H 3.20142 -0.18572 7.31434
C -2.55741 -0.18764 -3.83104
C 4.12997 -1.64633 2.66855
C 1.97199 1.53270 6.94664
H 2.37313 -1.79277 -0.30554
H -3.75211 -1.24173 0.77721
C -1.13062 1.81753 2.43757
H 1.35678 3.23642 -2.01962
H 7.32504 -0.07283 1.22534
H -1.67590 -2.99455 3.60993
H 7.34774 -2.43159 1.97809
H -2.77281 1.69264 -2.79397
C 1.97847 -2.80670 -0.23414
H -1.07658 -2.55718 -6.41503
C -3.58727 -1.25979 -0.30152
H 3.61505 -0.65350 4.96044
C -1.87057 1.98842 3.60128
C 2.98593 0.18887 5.22003
C -2.17611 0.87121 4.35503
H 3.22103 -2.11130 3.03915
H -2.26643 -1.35091 -6.94962
C -3.15419 0.51138 -5.06165
C -4.96535 -2.33198 -5.94071
C 1.43010 2.34988 5.96374
H -0.08486 4.09844 -2.61903
Na 0.59799 0.45328 0.02990
H -4.24547 0.51852 -5.01547
H -0.20001 2.39309 -2.17978
H 5.27699 -3.44282 2.89224
C -0.05817 3.71514 -0.50680
H 2.07295 2.91408 1.89887
C -3.06405 0.64753 -2.62841
H -2.59086 -2.15220 -2.90230
H 2.04848 0.51724 -3.19680
H 1.79699 -0.68387 -4.50922
H 1.79511 1.73938 7.99364
C 5.27775 0.24352 1.76007
C -3.10554 -1.61702 -3.70528
N -0.36101 2.71905 0.32235
H -3.79115 1.57661 1.06494
H -3.48689 2.64254 -0.31823
N -0.74682 0.61338 2.01837
As 0.12438 -1.02542 -2.60322
C -2.12420 -2.38470 -6.64485
C 1.66402 2.08028 4.62389
H 5.29368 1.26954 1.41880
O 3.20272 3.09873 -0.55368
As -2.51438 0.33276 -0.75279
C -1.04615 -0.46946 2.73434
C 6.43296 -0.51758 1.64583
C -3.79105 1.63788 -0.02377
H -0.29205 -3.54732 -2.39040
C -0.35949 5.32092 1.23572
H -0.59069 -3.01358 -4.04569
C 2.44372 0.99301 4.22022
C 2.75573 0.45375 6.56296
H -4.14878 -1.55342 -3.37098
C -0.53912 -1.80469 2.22181
H 2.81155 -3.47368 -0.00889
C -0.35489 -4.17708 2.40379
C -0.72583 4.28285 2.08537
C 0.93323 -2.91033 0.84095
C 0.60934 -4.13591 1.41776
H -1.96054 -1.24989 4.52317
H -3.04565 -2.17211 -0.54799
H 1.58327 -3.10766 -1.20903
H 3.80715 2.69199 1.98047
H 1.11038 -5.03287 1.07892
H -2.19726 2.97086 3.90667
As -3.27798 -2.95033 -5.16215
H -5.24940 -3.03484 -6.72317
H 2.61448 -1.13139 -2.98263
H -4.79462 1.43174 -0.39894
H -4.89488 -1.32921 -6.35809
C -1.02525 -0.17275 -3.98601
C 4.11164 -0.30482 2.28614
C -0.04162 5.04097 -0.07411
C 6.44472 -1.84128 2.06257
H -5.73051 -2.35230 -5.16577

The max |F| is 1.1 eV/Å. The HOMO energy comes out at -0.273 Eh. The orbital gap is 7.402 eV. The calculation puts the molecular weight at 911.643 g mol⁻¹. The calculation puts the electronic energy at -249219.23091 eV. Its multiplicity is 1. As for the charge: 0.

Here are the Mulliken charges for atoms 1 to 2, given in e:
1. H 0.66
2. H 0.58

---

[4]
Computed, not measured: C42H54BCeF5N8S3Si as an isolated structure in a non-equilibrium geometry, with the ωB97M-V functional and the def2-TZVPD basis.

Positions of all 115 atoms, in Å:
C -3.12537 3.53065 0.31139
H -5.69255 4.45576 -0.06279
F -0.31036 -3.52790 -3.46945
C 2.74725 2.42563 1.99443
H 3.53955 2.94539 2.52376
N -1.29074 -0.49786 1.14688
H -0.42303 4.95496 1.29283
C 2.71852 1.07611 1.92995
C -2.65247 -1.83742 3.06228
C 3.45465 -6.27830 -1.97473
H 3.90471 4.80619 1.14133
B -0.69707 0.63124 0.26520
H -3.92859 6.71394 1.34307
S 1.75653 -1.25796 1.00892
Si 3.24463 -4.39060 -4.46524
H -3.78431 6.14630 -0.30848
C 3.14340 -5.20957 0.50815
H -3.85741 3.40701 2.99569
C -3.23926 3.60419 -1.12199
H -3.19023 -2.32389 3.86437
H -3.80298 -3.69789 0.77944
H 5.15525 -6.01535 -4.34310
H -3.89453 0.84797 5.80288
C 3.80785 0.25432 2.58777
H 0.54786 6.36775 0.83966
N -1.44173 0.06014 2.35784
C -5.38288 4.31554 0.96876
N 2.78552 -4.03661 -2.78773
H 2.36311 -2.22489 -5.41703
H -4.23947 -0.62348 4.93476
H -2.02109 -1.81373 5.71185
C -2.19316 0.10005 4.62496
H 1.99928 6.22205 2.98695
N 0.64929 2.55866 0.88478
H -1.60538 -0.32316 6.61838
C -2.48338 -2.42604 1.85961
H 2.98697 6.17963 0.55750
H 3.37612 -0.32115 3.40995
C 1.83014 5.15181 2.91020
C -2.60380 2.71233 -1.91365
C -0.89727 -1.31636 -6.28231
F -1.62885 -1.26933 -7.40705
N 2.89108 -4.43036 -0.56060
H -1.86758 2.12954 3.89801
C -3.51888 4.35127 2.63353
H -2.44570 4.42292 2.79575
C -2.61418 2.72005 -3.40692
C 5.05294 -4.95027 -4.47220
H -5.97663 5.00632 1.57576
H -1.54259 1.91834 5.59392
C -0.96591 -2.42420 -5.47777
C 2.96512 5.09407 0.68988
H 4.12941 -2.26562 -5.48254
H -3.26397 3.48881 -3.79236
C -0.14076 -0.21471 -5.86656
N -1.77102 1.77669 0.08205
H 1.80662 -6.43919 -4.58172
C 1.63594 0.44934 1.21505
F -1.64590 -3.51313 -5.83825
S -1.41422 -2.57606 -0.60362
C -1.78908 1.81224 -1.22008
H 2.02916 -4.06862 1.88236
C 3.59726 -6.48256 0.38472
H 2.92210 4.67231 -0.30687
C 0.52869 -1.37402 -3.87490
H -5.64617 3.30094 1.29152
C 3.05101 -4.93108 -1.79816
H 2.54125 -6.06940 -6.13723
H 4.24886 -0.43966 1.87838
N 0.63650 1.18930 0.79514
F 1.31201 0.83318 -4.36613
H 2.64220 4.69709 3.48211
C -3.70097 0.31327 4.88085
C 1.66430 3.15173 1.42147
C 1.72851 4.68092 1.44989
H 5.61198 -4.42884 -3.71985
C 0.55729 -0.26975 -4.68549
C -0.25272 -2.40814 -4.29848
C 2.07635 -5.64889 -5.26270
C -1.55608 -0.82534 5.65189
C 0.48273 5.27271 0.79309
H -3.80967 4.40733 -1.57704
H -1.58719 2.88886 -3.76964
C -3.09307 -3.76521 1.60037
N -2.38321 2.62391 0.90097
H -4.00216 5.14798 3.21850
H 2.92751 -5.38392 2.64067
C -1.44855 1.44171 4.61926
H -2.99922 1.75936 -3.77526
H -4.11153 0.91046 4.06660
H -0.50202 -0.96515 5.41845
C -2.07206 -0.56642 3.29251
H 3.74769 -3.88733 2.05292
H 1.17645 -5.13506 -5.57444
F -0.10764 0.87885 -6.65001
C 2.94784 -4.60996 1.86335
H -2.38859 6.08456 0.80328
H 3.15676 -3.29249 -6.60200
C -1.72247 -1.73267 0.84901
H 5.49034 -4.70711 -5.44436
H 0.87094 4.92801 3.38326
H 0.41237 5.04168 -0.26872
H 4.56255 0.90743 2.99878
C -3.47164 5.94522 0.70914
C 3.23306 -2.86241 -5.59704
H 3.83429 -7.05845 1.28217
C -3.88046 4.55019 1.17002
H -2.36024 -4.52762 1.35634
H 4.05035 -8.08395 -0.98016
H 3.50340 -6.62583 -2.98918
H -0.38807 1.29796 4.43549
C 3.75339 -7.04637 -0.87942
H -3.65003 -4.10659 2.47485
Ce 1.41537 -2.59240 -1.63308
S -0.72814 0.53803 -1.70854

The max |F| is 1.7 eV/Å. The HOMO energy (spin up / spin down) comes out at -0.372 / -0.372 Eh. The orbital gap (spin up / spin down) is 7.161 / 7.169 eV. The calculation puts the molecular weight at 1041.155 g mol⁻¹. The calculation puts the electronic energy at -123926.99083 eV. Its multiplicity is 2. As for the charge: +1.

Here are the Mulliken charges for atoms 1 to 2, given in e:
1. C 0.12
2. H 0.35